# C5H5NO2

One molecule with the formula C5H5NO2 (ωB97M-V with the def2-TZVPD basis set, the OMol25 dataset).

Geometry as ORCA input:
```
! RIJCOSX wB97M-V def2-TZVPD def2/J DEFGRID3
* xyz 0 1
C 0.71 2.83 0.22
C 0.41 1.52 0.37
O -0.70 0.83 0.59
C -0.44 -0.63 0.22
C -0.14 -1.14 -1.01
N -0.36 -2.48 -0.98
C -0.63 -2.76 0.27
O -0.97 -1.52 1.05
H 0.02 3.66 0.66
H 1.81 3.26 0.09
H 1.26 0.88 -0.15
H 0.09 -0.71 -2.01
H -1.06 -3.74 0.67
*
```

Structure (SMILES): C=COc1cnco1
E_HOMO: -9.05 eV
Electronic energy: -10847.016 eV
Frontier orbital gap: 0.3475 Eh
Energy relative to the best compared isomer or geometry (same formula, charge and spin): 99.1 kcal/mol



# C8H8O

One molecule with the formula C8H8O (ωB97M-V with the def2-TZVPD basis set, the OMol25 dataset).

Geometry as ORCA input:
```
! RIJCOSX wB97M-V def2-TZVPD def2/J DEFGRID3
* xyz 0 1
C -2.39 1.34 -0.36
C -1.22 0.67 0.20
C -0.64 -0.37 0.72
C -0.05 -1.62 0.78
C 1.16 -1.76 0.26
C 1.69 -0.82 -0.67
C 1.60 0.68 -0.30
O 2.52 1.48 -0.41
C 0.11 0.98 0.71
H -2.20 2.36 -0.88
H -3.12 1.72 0.47
H -3.02 0.65 -1.01
H -0.34 -2.36 1.46
H 1.62 -2.79 0.26
H 2.64 -1.02 -1.07
H 0.92 -0.69 -1.49
H 0.73 1.57 1.32
*
```

Structure (SMILES): CC1=C2C=CCC(=O)[C@@H]12
E_HOMO: -7.86 eV
Electronic energy: -10467.790 eV
Frontier orbital gap: 0.3142 Eh
Energy relative to the best compared isomer or geometry (same formula, charge and spin): 99.9 kcal/mol



# C18H26KN2PSe2

C18H26KN2PSe2 as an isolated structure (ωB97M-V with the def2-TZVPD basis set, the OMol25 dataset).

Geometry as ORCA input:
```
! RIJCOSX wB97M-V def2-TZVPD def2/J DEFGRID3
* xyz 0 1
K -1.11 -1.03 -1.80
Se 1.89 -0.78 -1.56
P 1.41 -0.78 0.56
Se -0.67 -0.83 1.18
C 2.32 -2.18 1.32
C 1.69 -3.16 2.08
C 2.44 -4.19 2.64
C 3.81 -4.23 2.47
C 4.45 -3.25 1.72
C 3.71 -2.23 1.14
C 2.22 0.64 1.37
C 2.96 1.57 0.65
C 3.60 2.62 1.31
C 3.51 2.74 2.68
C 2.77 1.82 3.41
C 2.12 0.78 2.76
H 0.62 -3.10 2.22
H 1.94 -4.95 3.23
H 4.39 -5.03 2.92
H 5.52 -3.28 1.57
H 4.20 -1.48 0.54
H 3.04 1.46 -0.42
H 4.17 3.34 0.73
H 4.02 3.55 3.19
H 2.69 1.91 4.49
H 1.53 0.07 3.33
C -4.59 -1.26 -2.73
N -3.78 -0.47 -1.80
C -4.19 -0.74 -0.43
C -3.90 0.96 -2.12
C -2.88 1.86 -1.45
N -1.49 1.59 -1.81
C -0.59 2.39 -0.97
C -1.22 1.89 -3.22
H -5.66 -1.00 -2.67
H -4.49 -2.32 -2.50
H -4.25 -1.09 -3.75
H -5.25 -0.46 -0.27
H -3.57 -0.20 0.29
H -4.09 -1.81 -0.21
H -4.90 1.32 -1.86
H -3.83 1.06 -3.21
H -2.95 1.76 -0.36
H -3.15 2.90 -1.68
H -0.75 3.46 -1.12
H 0.44 2.14 -1.21
H -0.76 2.13 0.08
H -1.47 2.93 -3.48
H -1.78 1.23 -3.88
H -0.15 1.73 -3.41
*
```

E_HOMO: -7.50 eV
Electronic energy: -178376.999 eV
Frontier orbital gap: 0.2741 Eh
Energy relative to the best compared isomer or geometry (same formula, charge and spin): 0.0 kcal/mol



# CH4IN2O

A 2-piece molecular cluster, CH4IN2O overall (ωB97M-V with the def2-TZVPD basis set, the OMol25 dataset).

Geometry as ORCA input:
```
! RIJCOSX wB97M-V def2-TZVPD def2/J DEFGRID3
* xyz -1 1
I -0.34 -1.70 3.82
C 0.44 0.36 -0.20
O 1.31 0.89 0.47
N 0.36 0.60 -1.57
N -0.47 -0.52 0.30
H 0.99 1.34 -1.81
H -0.53 0.57 -2.04
H -0.50 -0.74 1.29
H -1.26 -0.79 -0.25
*
```

E_HOMO: -3.48 eV
Electronic energy: -14233.854 eV
Frontier orbital gap: 0.2509 Eh
Energy relative to the best compared isomer or geometry (same formula, charge and spin): 13.6 kcal/mol



# C39H39N6OsS3

C39H39N6OsS3 as an isolated structure (ωB97M-V with the def2-TZVPD basis set, the OMol25 dataset).

Geometry as ORCA input:
```
! RIJCOSX wB97M-V def2-TZVPD def2/J DEFGRID3
* xyz 1 1
Os 0.81 -0.17 -0.36
C -1.55 -4.46 1.64
C -2.92 -3.97 2.05
C -3.64 -4.62 3.05
C -4.91 -4.21 3.41
C -5.50 -3.12 2.78
C -4.80 -2.44 1.80
C -3.52 -2.86 1.44
N -2.83 -2.14 0.42
C -1.67 -1.48 0.64
N -1.36 -1.27 1.91
C -0.18 -0.76 2.47
C 0.83 -0.25 1.66
C 1.96 0.25 2.36
C 2.04 0.23 3.73
C 1.00 -0.28 4.49
C -0.13 -0.79 3.88
C -1.27 -1.35 4.69
N -0.90 -1.09 -0.40
C -1.43 -1.46 -1.69
C -0.96 -2.63 -2.27
C -1.46 -3.04 -3.50
C -2.43 -2.27 -4.13
C -2.90 -1.11 -3.53
C -2.42 -0.68 -2.29
C -2.96 0.57 -1.65
H -1.46 -5.52 1.84
H -0.76 -3.95 2.20
H -1.37 -4.30 0.58
H -3.19 -5.48 3.53
H -5.45 -4.74 4.18
H -6.50 -2.80 3.05
H -5.23 -1.58 1.30
H -3.12 -2.24 -0.54
H -2.05 -1.60 2.56
H 2.78 0.64 1.79
H 2.93 0.62 4.22
H 1.06 -0.30 5.57
H -1.06 -1.27 5.75
H -1.44 -2.41 4.48
H -2.21 -0.82 4.51
H -0.19 -3.21 -1.77
H -1.09 -3.94 -3.96
H -2.82 -2.58 -5.09
H -3.66 -0.52 -4.03
H -3.17 1.32 -2.41
H -2.26 1.00 -0.94
H -3.90 0.37 -1.13
C 0.37 0.15 -3.71
N 1.37 0.57 -2.70
C 2.68 0.13 -3.23
C 1.40 2.05 -2.65
C 0.55 2.60 -1.54
C 0.08 3.90 -1.61
C -0.62 4.45 -0.54
C -0.82 3.70 0.61
C -0.35 2.40 0.68
C 0.33 1.81 -0.41
H 0.66 0.53 -4.70
H -0.60 0.56 -3.45
H 0.32 -0.93 -3.74
H 2.88 0.64 -4.18
H 2.66 -0.95 -3.40
H 3.46 0.37 -2.53
H 1.09 2.47 -3.62
H 2.43 2.37 -2.49
H 0.25 4.49 -2.50
H -0.99 5.46 -0.60
H -1.36 4.12 1.45
H -0.52 1.83 1.58
S 7.09 1.22 -0.32
C 5.56 0.62 -0.37
S 5.27 -1.11 -0.54
C 3.58 -0.83 -0.42
N 3.24 0.41 -0.29
N 4.34 1.24 -0.31
C 4.06 2.65 -0.25
C 4.96 3.59 -0.74
C 4.63 4.94 -0.69
C 3.42 5.36 -0.15
C 2.53 4.41 0.32
C 2.84 3.06 0.28
S 2.33 -1.98 -0.61
H 5.89 3.28 -1.17
H 5.34 5.66 -1.07
H 3.18 6.41 -0.11
H 1.57 4.72 0.74
H 2.13 2.35 0.65
*
```

E_HOMO (alpha / beta): -10.13 / -10.14 eV
Electronic energy: -84984.632 eV
Frontier orbital gap (alpha / beta): 0.2152 / 0.2131 Eh



# C18H40BNO33PS7

A 8-piece molecular cluster, C18H40BNO33PS7 overall (ωB97M-V with the def2-TZVPD basis set, the OMol25 dataset).

Geometry as ORCA input:
```
! RIJCOSX wB97M-V def2-TZVPD def2/J DEFGRID3
* xyz -1 1
C 0.42 -1.37 -1.79
C -0.91 -1.75 -2.67
B -2.27 -2.02 -1.74
O -2.23 -1.97 -0.24
C -3.70 -2.29 -2.58
C -5.01 -1.98 -1.59
O -5.50 -0.62 -1.73
O -5.60 -0.44 -3.03
P -3.76 -4.14 -3.21
N -4.50 -5.12 -2.16
O -2.18 -4.72 -3.72
O -4.73 -4.08 -4.68
H 1.26 -2.18 -2.06
H 0.91 -0.33 -2.11
H 0.26 -1.32 -0.64
H -0.63 -2.66 -3.36
H -1.14 -0.85 -3.41
H -2.79 -1.17 0.05
H -5.88 -2.72 -1.97
H -4.81 -2.32 -0.47
H -6.35 -1.06 -3.32
H -4.67 -4.56 -1.29
H -1.96 -4.32 -4.62
H -4.33 -3.27 -5.17
C 0.84 4.02 -4.40
C 2.04 3.10 -4.22
O 1.68 2.22 -3.16
S 0.07 1.96 -3.21
O -0.16 0.71 -3.91
O -0.48 2.25 -1.91
O -0.31 3.18 -4.22
H 0.81 4.80 -3.64
H 0.81 4.48 -5.40
H 2.95 3.66 -3.97
H 2.22 2.50 -5.11
C -0.82 6.23 0.02
C 0.42 7.03 0.40
O 0.92 7.54 -0.84
S -0.33 7.83 -1.84
O -0.67 9.23 -1.76
O -0.08 7.15 -3.09
O -1.46 6.98 -1.02
H -0.56 5.25 -0.38
H -1.50 6.11 0.87
H 1.18 6.42 0.89
H 0.17 7.88 1.04
C 4.10 6.13 3.63
C 4.28 4.62 3.49
O 3.07 4.05 3.99
S 1.84 5.08 3.68
O 1.17 4.63 2.47
O 1.13 5.34 4.91
O 2.74 6.39 3.31
H 4.28 6.45 4.66
H 4.76 6.68 2.95
H 5.14 4.24 4.04
H 4.37 4.33 2.43
C 7.61 3.62 0.51
C 8.83 4.02 1.34
O 8.75 5.44 1.46
S 7.18 5.88 1.48
O 6.79 6.06 2.86
O 6.98 6.89 0.47
O 6.56 4.47 0.95
H 7.78 3.80 -0.55
H 7.34 2.57 0.66
H 9.77 3.72 0.87
H 8.78 3.59 2.35
C -1.24 -5.51 3.59
C -2.45 -4.58 3.68
O -1.95 -3.28 3.37
S -0.72 -3.43 2.30
O -1.25 -3.20 0.97
O 0.42 -2.72 2.83
O -0.47 -5.03 2.48
H -0.62 -5.43 4.49
H -1.53 -6.55 3.43
H -2.91 -4.59 4.67
H -3.20 -4.85 2.92
C 0.51 -1.68 7.76
C -0.21 -0.48 7.16
O -0.12 -0.65 5.75
S -0.11 -2.25 5.41
O -1.46 -2.64 5.05
O 1.03 -2.54 4.59
O 0.18 -2.79 6.92
H 1.60 -1.55 7.73
H 0.20 -1.88 8.79
H 0.23 0.47 7.47
H -1.27 -0.49 7.43
C -3.79 -7.88 -5.67
C -4.07 -7.87 -4.17
O -4.92 -8.99 -3.94
S -4.55 -10.17 -5.00
O -3.66 -11.10 -4.35
O -5.76 -10.57 -5.68
O -3.66 -9.26 -6.02
H -4.64 -7.47 -6.23
H -2.88 -7.33 -5.93
H -4.55 -6.94 -3.84
H -3.15 -8.02 -3.60
*
```

E_HOMO: -3.20 eV
Electronic energy: -174168.548 eV
Frontier orbital gap: 0.1571 Eh



# C31H27Cl3F3LiN4O8P2S2

C31H27Cl3F3LiN4O8P2S2 as an isolated structure (ωB97M-V with the def2-TZVPD basis set, the OMol25 dataset).

Geometry as ORCA input:
```
! RIJCOSX wB97M-V def2-TZVPD def2/J DEFGRID3
* xyz -2 1
Li -1.71 -2.20 1.66
O 0.31 -3.49 3.67
P -1.26 -3.60 3.98
O -1.48 -4.19 5.31
O -1.93 -2.30 3.58
O -1.74 -4.66 2.81
P -3.06 -4.56 1.84
O -4.12 -3.79 2.76
O -3.53 -5.91 1.50
O -2.64 -3.62 0.71
H 0.44 -2.90 2.90
H -3.66 -3.03 3.17
C -0.12 -5.93 0.21
C 0.27 -4.91 -0.79
C 1.51 -4.87 -1.38
C 1.79 -3.79 -2.23
N 0.89 -2.90 -2.58
C -0.36 -2.98 -2.06
S -1.56 -1.93 -2.59
N -0.63 -3.96 -1.13
C 3.19 -3.58 -2.74
H 0.66 -6.68 0.30
H -1.06 -6.41 -0.06
H -0.27 -5.47 1.18
H 2.25 -5.61 -1.13
H -1.52 -3.89 -0.54
H 3.70 -4.53 -2.90
H 3.76 -3.01 -2.01
H 3.16 -3.01 -3.67
Cl 3.04 2.44 2.55
C 1.49 2.80 1.86
C 0.78 3.89 2.31
C -0.45 4.15 1.74
C -1.00 3.36 0.73
C -2.41 3.75 0.29
C -3.49 2.96 1.03
N -3.45 1.54 0.83
C -4.06 0.82 -0.19
C -3.62 -0.46 -0.06
N -2.75 -0.54 1.00
C -2.70 0.65 1.52
O -2.71 3.66 -1.09
C -1.79 4.33 -1.95
C -1.59 5.77 -1.58
C -2.54 6.74 -1.66
Cl -4.14 6.56 -2.23
S -1.98 8.27 -1.10
C -0.43 7.62 -0.75
C -0.37 6.30 -1.05
C -0.25 2.27 0.29
Cl -0.78 1.18 -0.93
C 0.99 1.99 0.86
H 1.17 4.51 3.10
H -1.02 5.01 2.09
H -2.54 4.79 0.60
H -4.46 3.34 0.72
H -3.38 3.15 2.10
H -4.69 1.31 -0.91
H -3.83 -1.33 -0.66
H -2.10 0.93 2.38
H -2.22 4.23 -2.95
H -0.82 3.82 -1.95
H 0.34 8.25 -0.34
H 0.51 5.68 -0.88
H 1.55 1.12 0.52
F 6.08 -0.26 -3.53
C 6.05 0.26 -2.28
F 6.10 1.61 -2.45
F 7.22 -0.07 -1.69
C 4.86 -0.17 -1.50
C 3.59 -0.04 -2.07
C 2.47 -0.42 -1.37
C 2.57 -0.95 -0.06
C 3.86 -1.08 0.49
C 4.99 -0.70 -0.22
C 1.41 -1.34 0.65
C 0.36 -1.70 1.19
H 3.49 0.36 -3.07
H 1.49 -0.35 -1.82
H 3.95 -1.49 1.49
H 5.97 -0.81 0.23
*
```

E_HOMO: -2.89 eV
Electronic energy: -141111.009 eV
Frontier orbital gap: 0.2104 Eh
Energy relative to the best compared isomer or geometry (same formula, charge and spin): 0.0 kcal/mol



# C32H55N4OP2Ti

C32H55N4OP2Ti as an isolated structure (ωB97M-V with the def2-TZVPD basis set, the OMol25 dataset).

Geometry as ORCA input:
```
! RIJCOSX wB97M-V def2-TZVPD def2/J DEFGRID3
* xyz 1 3
C 0.61 -2.68 -1.33
C 1.54 -2.00 0.71
C 1.53 -3.71 -1.44
C 2.34 -3.17 0.74
C 2.35 -4.01 -0.34
H 1.58 -4.25 -2.39
H 3.03 -3.29 1.58
H 2.98 -4.90 -0.38
N 0.48 -1.99 -0.18
P -1.79 -1.44 -1.87
P 1.17 0.58 2.13
C -0.27 -2.28 -2.50
H 0.30 -1.64 -3.19
H -0.50 -3.19 -3.07
C 1.91 -0.89 1.50
H 2.73 -1.21 2.18
C 2.95 1.45 2.33
C 0.38 0.53 3.94
C -2.28 -0.14 -3.18
C -2.90 -2.95 -1.74
C 2.68 2.88 1.88
H 2.02 3.45 2.56
H 3.63 3.43 1.80
H 2.20 2.84 0.89
C 3.57 1.44 3.72
H 2.98 1.95 4.48
H 3.81 0.42 4.05
H 4.53 1.98 3.65
C 3.97 0.80 1.38
H 4.82 1.49 1.23
H 4.39 -0.13 1.77
H 3.51 0.61 0.41
C 0.27 1.98 4.44
H -0.40 2.57 3.80
H -0.17 1.97 5.45
H 1.22 2.51 4.51
C -1.03 -0.06 3.91
H -1.71 0.49 3.24
H -1.04 -1.12 3.63
H -1.45 0.02 4.93
C 1.21 -0.38 4.83
H 2.23 -0.02 5.00
H 0.72 -0.45 5.81
H 1.26 -1.39 4.40
C -4.21 -2.45 -1.11
H -4.93 -3.29 -1.09
H -4.06 -2.12 -0.08
H -4.67 -1.63 -1.68
C -2.25 -3.98 -0.80
H -1.32 -4.38 -1.21
H -2.06 -3.57 0.19
H -2.95 -4.82 -0.68
C -3.15 -3.64 -3.09
H -3.59 -4.63 -2.88
H -3.86 -3.10 -3.72
H -2.23 -3.81 -3.65
C -1.05 0.25 -4.02
H -0.75 -0.55 -4.71
H -1.30 1.13 -4.63
H -0.20 0.51 -3.38
C -2.76 1.11 -2.42
H -1.97 1.53 -1.78
H -3.05 1.88 -3.15
H -3.63 0.89 -1.78
C -3.39 -0.63 -4.11
H -3.06 -1.48 -4.72
H -4.31 -0.90 -3.56
H -3.65 0.19 -4.80
Ti -0.86 -0.37 0.15
C -2.02 -1.45 1.27
O -2.72 -2.06 2.01
N 0.62 0.77 -0.71
C 1.76 1.12 -0.65
C 2.50 2.12 -1.64
C 4.00 2.07 -1.48
C 2.15 1.69 -3.06
C 1.95 3.53 -1.40
H 4.30 2.43 -0.49
H 4.35 1.04 -1.60
H 4.50 2.71 -2.23
H 1.09 1.88 -3.29
H 2.75 2.23 -3.80
H 2.32 0.62 -3.20
H 2.28 4.20 -2.20
H 0.85 3.52 -1.35
H 2.30 3.96 -0.46
N -3.73 2.50 1.47
C -2.62 3.35 1.52
C -1.55 2.59 1.17
N -1.98 1.29 0.91
C -3.30 1.27 1.12
H -4.70 2.75 1.67
H -2.68 4.39 1.78
H -0.50 2.85 1.09
H -3.97 0.42 1.02
*
```

E_HOMO (alpha / beta): -8.82 / -8.91 eV
Electronic energy: -83770.421 eV
Frontier orbital gap (alpha / beta): 0.2093 / 0.2043 Eh
<S²>: 2.020



# C3H6N

An isolated ion of composition C3H6N and charge +1 (ωB97M-V with the def2-TZVPD basis set, the OMol25 dataset).

Geometry as ORCA input:
```
! RIJCOSX wB97M-V def2-TZVPD def2/J DEFGRID3
* xyz 1 1
C 0.61 1.12 0.14
N 0.32 -0.33 0.31
C -0.40 -1.04 -0.79
C -1.13 -0.79 0.26
H -0.11 1.49 -0.74
H 0.57 1.61 1.13
H 1.64 1.21 -0.22
H 0.81 -1.00 0.98
H -0.24 -1.38 -1.73
H -2.07 -0.90 0.67
*
```

Structure (SMILES): C[NH+]1C=C1
E_HOMO: -16.57 eV
Electronic energy: -4687.602 eV
Frontier orbital gap: 0.4509 Eh
Energy relative to the best compared isomer or geometry (same formula, charge and spin): 58.0 kcal/mol